DFT (wB97M-V/def2-TZVPD) results for one molecule with the formula ClH4N2OP in a non-equilibrium geometry.

Summary:
Lowest unoccupied orbital energy, eV: 0.8
SMILES: N[P@H](O)=NCl
Net charge: 0
DFT total energy, Eh: -988.6667
Relative energy (zero: lowest compared OMol25 entry of this formula, charge and spin), eV: 3.382

Structure (XYZ):
```
9
Properties=species:S:1:pos:R:3:lowdin_charge:R:1
N 0.36 -0.60 0.90 -0.10
N 0.42 2.00 0.01 -0.78
O -0.10 0.29 -1.67 -0.20
P -0.26 0.62 -0.12 0.44
Cl 0.61 3.04 1.32 0.43
H -0.42 -1.15 1.37 0.08
H 1.13 -0.44 1.47 0.01
H -1.70 0.54 -0.09 0.05
H 0.88 0.29 -1.66 0.07
```

***

DFT (wB97M-V/def2-TZVPD) results for a 2-piece molecular cluster, C4H5NO2 overall in a non-equilibrium geometry.

Summary:
Lowest unoccupied orbital energy, eV: 0.2
Net charge: 0
DFT total energy, Eh: -360.4872
Relative energy (zero: lowest compared OMol25 entry of this formula, charge and spin), eV: 4.959

Structure (XYZ):
```
12
Properties=species:S:1:pos:R:3:lowdin_charge:R:1
C 0.54 -0.37 -0.98 0.05
C 0.89 -1.40 -1.90 -0.51
C -0.71 1.45 0.69 -0.04
C 0.05 0.20 0.94 -0.23
N 1.08 -0.05 -2.18 0.20
O 0.89 -2.57 -2.19 0.06
O -0.79 -0.85 1.24 -0.01
H -0.24 2.25 0.25 0.07
H -0.89 1.66 1.75 0.11
H -1.49 1.22 0.08 0.06
H 1.00 0.15 1.30 0.09
H -0.32 -1.69 1.00 0.14
```

***

DFT (wB97M-V/def2-TZVPD) results for a 2-piece molecular cluster, C3H3ClN2S overall in a non-equilibrium geometry.

Summary:
Lowest unoccupied orbital energy (alpha / beta), eV: -1.4 / -1.5
Net charge: 0
DFT total energy, Eh: -1083.7600
Relative energy (zero: lowest compared OMol25 entry of this formula, charge and spin), eV: 6.708

Structure (XYZ):
```
10
Properties=species:S:1:pos:R:3:lowdin_charge:R:1
C -2.90 1.05 -0.18 -0.40
C -2.31 -0.04 0.28 -0.68
C 2.39 -0.31 0.03 -0.28
N -3.23 2.16 -0.24 0.17
N -0.22 0.37 -0.28 -0.42
S 0.57 -0.87 -0.30 0.83
Cl -2.57 -1.62 0.18 0.72
H 2.77 0.54 -0.45 0.01
H 3.00 -1.18 -0.15 0.02
H 2.50 -0.11 1.11 0.04
```

***

DFT (wB97M-V/def2-TZVPD) results for a 6-piece molecular cluster, C47H54BCl2F3O11P overall in a non-equilibrium geometry.

Summary:
Lowest unoccupied orbital energy, eV: -0.3
Net charge: -1
DFT total energy, Eh: -4236.9604

Structure (XYZ):
```
119
Properties=species:S:1:pos:R:3:lowdin_charge:R:1
C 0.68 -2.48 -2.93 -0.05
B 1.84 -3.03 -2.00 -0.56
O 2.93 -3.52 -2.74 0.01
P 1.96 -3.29 -0.01 0.56
C 0.15 -2.77 0.43 -0.29
C -0.96 -3.82 0.23 -0.23
C -2.02 -3.53 -0.86 -0.36
C -1.96 -4.61 -1.96 -0.08
C -3.42 -3.61 -0.22 -0.19
C -3.68 -2.46 0.77 -0.19
C -4.47 -1.31 0.21 -0.10
C -4.26 -0.02 0.51 -0.34
C -5.40 0.98 0.48 -0.07
C -2.88 0.50 0.87 -0.06
C 2.31 -4.04 1.77 -0.33
C 1.17 -4.60 2.62 -0.14
C 0.52 -3.70 3.66 -0.61
F 1.03 -2.47 3.74 0.11
F 0.61 -4.23 4.91 0.09
F -0.82 -3.55 3.45 0.08
C 2.69 -1.46 0.30 -0.75
Cl 3.02 -0.94 2.01 0.53
C 1.93 -0.31 -0.43 -0.74
C 2.93 0.70 -0.99 -0.16
Cl 0.85 0.67 0.69 0.55
H -0.06 -1.81 -2.50 0.02
H 1.16 -1.94 -3.76 0.06
H 0.17 -3.32 -3.42 0.06
H 3.69 -2.95 -2.58 0.07
H 3.36 -3.72 -0.29 0.00
H 1.48 -4.67 -0.38 0.02
H -0.15 -1.89 -0.15 0.04
H 0.15 -2.38 1.45 0.06
H -0.57 -4.83 0.08 0.08
H -1.50 -3.87 1.18 0.08
H -1.90 -2.54 -1.31 0.12
H -2.53 -5.48 -1.63 0.07
H -0.93 -4.89 -2.19 0.06
H -2.45 -4.24 -2.87 0.07
H -4.20 -3.57 -1.00 0.11
H -3.51 -4.57 0.30 0.11
H -2.74 -2.10 1.19 0.09
H -4.32 -2.84 1.58 0.11
H -5.29 -1.57 -0.46 0.11
H -6.23 0.60 1.08 0.06
H -5.76 1.17 -0.53 0.07
H -5.07 1.92 0.92 0.06
H -2.15 0.10 0.16 0.06
H -2.88 1.59 0.85 0.07
H -2.55 0.18 1.86 0.07
H 3.11 -3.58 2.35 0.04
H 2.81 -4.95 1.42 0.05
H 0.40 -5.11 2.04 0.11
H 1.58 -5.41 3.23 0.11
H 3.69 -1.47 -0.14 0.05
H 1.22 -0.65 -1.16 0.04
H 2.44 1.62 -1.32 0.04
H 3.51 0.24 -1.79 0.08
H 3.63 0.97 -0.19 0.07
C -5.06 -1.78 6.82 0.01
C -5.56 -1.04 5.84 0.01
C -4.86 -0.93 4.53 -0.37
O -5.32 -0.25 3.64 0.11
C -3.59 -1.68 4.36 0.04
C -3.09 -2.42 5.35 0.04
C -3.78 -2.53 6.66 -0.39
O -3.33 -3.19 7.57 0.09
H -5.54 -1.87 7.79 0.12
H -6.48 -0.48 5.94 0.12
H -3.10 -1.59 3.40 0.10
H -2.16 -2.96 5.24 0.11
C 0.00 3.61 -5.36 0.01
C -0.18 2.32 -5.06 0.02
C -0.24 1.86 -3.65 -0.37
O -0.39 0.69 -3.38 0.12
C -0.08 2.88 -2.58 0.03
C 0.10 4.17 -2.88 0.02
C 0.15 4.63 -4.29 -0.38
O 0.32 5.80 -4.56 0.07
H 0.06 3.97 -6.37 0.11
H -0.29 1.56 -5.82 0.12
H -0.11 2.52 -1.56 0.10
H 0.21 4.93 -2.12 0.11
C 5.07 1.11 -8.00 0.02
C 3.74 1.06 -7.96 0.02
C 2.95 2.19 -7.43 -0.37
O 1.73 2.16 -7.37 0.09
C 3.69 3.38 -6.95 0.03
C 5.01 3.43 -6.97 0.02
C 5.81 2.30 -7.51 -0.38
O 7.02 2.34 -7.53 0.11
H 5.67 0.30 -8.38 0.12
H 3.18 0.20 -8.30 0.12
H 3.08 4.19 -6.57 0.12
H 5.56 4.29 -6.61 0.10
C -0.82 0.53 8.59 0.03
C -2.15 0.48 8.48 0.02
C -2.90 1.52 7.74 -0.38
O -4.11 1.47 7.65 0.10
C -2.12 2.62 7.12 0.02
C -0.80 2.67 7.23 0.02
C -0.04 1.64 7.98 -0.38
O 1.16 1.69 8.08 0.11
H -0.25 -0.21 9.13 0.12
H -2.74 -0.32 8.92 0.12
H -2.70 3.36 6.58 0.12
H -0.21 3.47 6.78 0.12
C 3.34 6.44 -3.73 0.02
C 2.62 6.60 -2.62 0.00
C 2.98 5.90 -1.36 -0.39
O 2.32 6.04 -0.35 0.11
C 4.18 5.03 -1.38 0.03
C 4.90 4.87 -2.49 0.03
C 4.54 5.57 -3.75 -0.37
O 5.18 5.42 -4.76 0.08
H 3.08 6.93 -4.66 0.12
H 1.73 7.22 -2.59 0.12
H 4.43 4.53 -0.45 0.13
H 5.78 4.24 -2.53 0.12
```

***

DFT (wB97M-V/def2-TZVPD) results for one molecule with the formula C6H7N in a non-equilibrium geometry.

Summary:
Lowest unoccupied orbital energy, eV: 1.1
SMILES: Nc1ccccc1
Net charge: 0
DFT total energy, Eh: -287.5634
Relative energy (zero: lowest compared OMol25 entry of this formula, charge and spin), eV: 0.649

Structure (XYZ):
```
14
Properties=species:S:1:pos:R:3:lowdin_charge:R:1
N 2.20 0.13 0.58 0.09
C 0.85 0.15 0.20 -0.34
C 0.40 0.66 -1.01 -0.05
C -0.86 0.22 -1.37 -0.10
C -1.85 -0.15 -0.44 -0.11
C -1.41 -0.55 0.82 -0.09
C -0.08 -0.25 1.17 -0.06
H 2.85 0.42 -0.13 0.08
H 2.53 -0.62 1.17 0.09
H 1.06 1.02 -1.79 0.11
H -1.20 0.44 -2.38 0.10
H -2.90 -0.22 -0.68 0.09
H -1.95 -0.87 1.71 0.10
H 0.37 -0.38 2.15 0.10
```

***

DFT (wB97M-V/def2-TZVPD) results for one molecule with the formula C7H7F2NO in a non-equilibrium geometry.

Summary:
Lowest unoccupied orbital energy, eV: -0.4
SMILES: NC(=O)/C(F)=C/C=C\C=C\F
Net charge: 0
DFT total energy, Eh: -600.5864
Relative energy (zero: lowest compared OMol25 entry of this formula, charge and spin), eV: 2.748

Structure (XYZ):
```
18
Properties=species:S:1:pos:R:3:lowdin_charge:R:1
C 0.40 -1.59 -1.41 -0.08
C 0.73 -0.28 -1.58 -0.09
C -0.60 -2.16 -0.48 -0.09
C 0.53 0.87 -0.76 -0.04
C -0.06 2.19 1.17 -0.48
C -1.65 -1.50 -0.01 -0.14
C 0.27 0.87 0.54 -0.24
N 0.05 2.13 2.55 0.17
O -0.35 3.17 0.52 0.07
F -2.45 -2.06 0.91 0.03
F 0.50 -0.13 1.39 0.10
H 0.71 -2.42 -2.03 0.10
H 1.35 0.08 -2.46 0.12
H -0.23 -3.20 -0.26 0.13
H 0.45 1.81 -1.25 0.11
H -1.80 -0.48 -0.36 0.13
H 0.81 1.56 2.86 0.10
H 0.03 3.08 2.81 0.09
```

***

DFT (wB97M-V/def2-TZVPD) results for one molecule with the formula C21H26N2O4S.

Summary:
Lowest unoccupied orbital energy, eV: 0.5
SMILES: CC(C)OCCCNC(=O)c1ccc([C@H]2SCC(=O)N2Cc2ccco2)cc1
Net charge: 0
DFT total energy, Eh: -1624.5032
Relative energy (zero: lowest compared OMol25 entry of this formula, charge and spin), eV: 0.179

Structure (XYZ):
```
54
Properties=species:S:1:pos:R:3:lowdin_charge:R:1
C -2.04 3.68 3.78 -0.05
H -2.66 3.00 4.35 0.08
H -2.68 4.37 3.24 0.09
H -1.42 4.24 4.47 0.07
C -1.18 2.88 2.79 -0.45
C -2.06 1.98 1.94 -0.03
H -2.63 1.30 2.57 0.08
H -1.45 1.39 1.26 0.05
H -2.75 2.58 1.36 0.09
O -0.46 3.71 1.90 -0.14
C 0.49 4.56 2.51 -0.22
C 1.44 5.10 1.44 -0.14
H 0.85 5.36 0.56 0.12
H 1.92 6.01 1.82 0.11
C 2.54 4.10 1.07 -0.18
N 2.00 2.87 0.54 0.08
C 1.88 1.76 1.30 -0.46
O 2.36 1.67 2.41 0.06
C 1.19 0.60 0.65 -0.13
C 1.43 -0.66 1.19 0.01
C 0.83 -1.78 0.66 -0.01
C -0.04 -1.67 -0.42 -0.24
C -0.30 -0.41 -0.95 -0.02
C 0.31 0.71 -0.43 -0.03
H 0.06 1.67 -0.85 0.11
H -0.98 -0.31 -1.78 0.12
C -0.71 -2.90 -0.97 -0.49
N -0.96 -2.82 -2.38 -0.07
C -2.21 -2.56 -2.83 -0.53
O -2.50 -2.39 -3.99 0.07
C -3.21 -2.50 -1.69 -0.36
H -4.07 -3.12 -1.91 0.09
H -3.54 -1.47 -1.54 0.09
S -2.38 -3.12 -0.21 0.94
C 0.16 -2.94 -3.29 -0.04
C 0.78 -4.29 -3.22 -0.26
C 0.41 -5.49 -3.76 -0.01
C 1.36 -6.44 -3.31 -0.06
C 2.23 -5.75 -2.53 -0.12
O 1.90 -4.45 -2.47 0.04
H 3.11 -6.06 -1.99 0.12
H 1.38 -7.49 -3.53 0.10
H -0.44 -5.67 -4.39 0.12
H -0.24 -2.75 -4.29 0.14
H 0.92 -2.18 -3.04 0.14
H -0.14 -3.79 -0.72 0.12
H 1.03 -2.76 1.08 0.12
H 2.10 -0.73 2.03 0.12
H 1.47 2.95 -0.32 0.13
H 3.11 3.83 1.96 0.12
H 3.21 4.54 0.33 0.12
H 1.06 3.99 3.27 0.13
H -0.01 5.40 3.01 0.12
H -0.46 2.27 3.36 0.14
```

***

Repeat the seventh record exactly.
DFT (wB97M-V/def2-TZVPD) results for one molecule with the formula C21H26N2O4S.

Summary:
Lowest unoccupied orbital energy, eV: 0.5
SMILES: CC(C)OCCCNC(=O)c1ccc([C@H]2SCC(=O)N2Cc2ccco2)cc1
Net charge: 0
DFT total energy, Eh: -1624.5032
Relative energy (zero: lowest compared OMol25 entry of this formula, charge and spin), eV: 0.179

Structure (XYZ):
```
54
Properties=species:S:1:pos:R:3:lowdin_charge:R:1
C -2.04 3.68 3.78 -0.05
H -2.66 3.00 4.35 0.08
H -2.68 4.37 3.24 0.09
H -1.42 4.24 4.47 0.07
C -1.18 2.88 2.79 -0.45
C -2.06 1.98 1.94 -0.03
H -2.63 1.30 2.57 0.08
H -1.45 1.39 1.26 0.05
H -2.75 2.58 1.36 0.09
O -0.46 3.71 1.90 -0.14
C 0.49 4.56 2.51 -0.22
C 1.44 5.10 1.44 -0.14
H 0.85 5.36 0.56 0.12
H 1.92 6.01 1.82 0.11
C 2.54 4.10 1.07 -0.18
N 2.00 2.87 0.54 0.08
C 1.88 1.76 1.30 -0.46
O 2.36 1.67 2.41 0.06
C 1.19 0.60 0.65 -0.13
C 1.43 -0.66 1.19 0.01
C 0.83 -1.78 0.66 -0.01
C -0.04 -1.67 -0.42 -0.24
C -0.30 -0.41 -0.95 -0.02
C 0.31 0.71 -0.43 -0.03
H 0.06 1.67 -0.85 0.11
H -0.98 -0.31 -1.78 0.12
C -0.71 -2.90 -0.97 -0.49
N -0.96 -2.82 -2.38 -0.07
C -2.21 -2.56 -2.83 -0.53
O -2.50 -2.39 -3.99 0.07
C -3.21 -2.50 -1.69 -0.36
H -4.07 -3.12 -1.91 0.09
H -3.54 -1.47 -1.54 0.09
S -2.38 -3.12 -0.21 0.94
C 0.16 -2.94 -3.29 -0.04
C 0.78 -4.29 -3.22 -0.26
C 0.41 -5.49 -3.76 -0.01
C 1.36 -6.44 -3.31 -0.06
C 2.23 -5.75 -2.53 -0.12
O 1.90 -4.45 -2.47 0.04
H 3.11 -6.06 -1.99 0.12
H 1.38 -7.49 -3.53 0.10
H -0.44 -5.67 -4.39 0.12
H -0.24 -2.75 -4.29 0.14
H 0.92 -2.18 -3.04 0.14
H -0.14 -3.79 -0.72 0.12
H 1.03 -2.76 1.08 0.12
H 2.10 -0.73 2.03 0.12
H 1.47 2.95 -0.32 0.13
H 3.11 3.83 1.96 0.12
H 3.21 4.54 0.33 0.12
H 1.06 3.99 3.27 0.13
H -0.01 5.40 3.01 0.12
H -0.46 2.27 3.36 0.14
```

***

Q: DFT total energy of number 5 (C6H7N)?
A: -287.5634 Eh

***

Q: Which of these has the highest DFT total energy?
A: C6H7N